Below is a 10-piece molecular cluster, C18H42Cl8F6N3O6 overall, with properties calculated with ωB97M-V/def2-TZVPD.

Element x y z (Å)
1 N -3.49169 6.61467 -17.90034
2 H -3.50147 7.33029 -18.61301
3 H -4.40447 6.72503 -17.48230
4 H -2.81689 7.03775 -17.27924
5 H -3.23039 5.69809 -18.23454
6 N -6.26536 9.69803 -18.12955
7 H -6.81173 9.55712 -18.96724
8 H -6.65223 8.96435 -17.55324
9 H -6.46066 10.57629 -17.67062
10 H -5.28859 9.58574 -18.36068
11 N -3.44281 9.64524 -14.24114
12 H -4.42304 9.40467 -14.27818
13 H -3.26598 10.60251 -14.51035
14 H -2.96207 9.07365 -14.92104
15 H -3.18700 9.38317 -13.29987
16 O -3.54875 9.18431 -18.98451
17 C -2.62742 10.00615 -18.28859
18 C -1.62684 9.36969 -17.26315
19 O -1.99733 8.40981 -16.26026
20 H -3.19285 10.73655 -17.70987
21 H -2.07701 10.62502 -18.99721
22 H -1.01386 10.16624 -16.84142
23 H -0.84571 8.94061 -17.89069
24 C -1.54680 14.01852 -12.00043
25 C -2.02591 13.17093 -13.14458
26 O -1.73582 13.72593 -14.34449
27 C -2.27681 13.19419 -15.45146
28 O -2.85428 12.14310 -15.45865
29 C -1.94822 13.96429 -16.75510
30 F -2.93340 13.88524 -17.64371
31 F -1.78877 15.28986 -16.46584
32 F -0.90442 13.40102 -17.43949
33 H -1.90970 15.03682 -11.86087
34 H -0.46516 14.09426 -12.11183
35 H -1.76269 13.62023 -11.00904
36 H -3.07636 12.92295 -12.99234
37 H -1.40485 12.28947 -12.98516
38 C 1.95199 9.11619 -14.28187
39 C 0.54887 9.19055 -13.62821
40 O 0.53423 9.39488 -12.23358
41 C -0.62800 9.30831 -11.53143
42 O -1.75536 9.14641 -12.05578
43 C -0.39585 9.49100 -10.00215
44 F -1.20197 8.77106 -9.25177
45 F 0.85588 9.32250 -9.61018
46 F -0.75619 10.76572 -9.77224
47 H 2.61023 9.93749 -13.99851
48 H 1.84498 9.23332 -15.36027
49 H 2.42847 8.19173 -13.95563
50 H -0.18867 8.44844 -13.93385
51 H 0.12304 10.05579 -14.13626
52 Cl -0.61068 4.66771 -18.90866
53 C 0.50842 5.89148 -18.30099
54 C 0.63595 5.93871 -16.81019
55 Cl 1.20695 4.37766 -16.16875
56 H 0.03113 6.82917 -18.58563
57 H 1.49451 5.72515 -18.73465
58 H -0.36307 6.06201 -16.39205
59 H 1.17937 6.77492 -16.37024
60 Cl -3.98019 12.56727 -22.71609
61 C -3.88457 10.93051 -22.14890
62 C -2.48771 10.42196 -22.22416
63 Cl -1.95368 10.14517 -23.87667
64 H -4.65558 10.29507 -22.58463
65 H -4.15847 11.04402 -21.09999
66 H -2.42311 9.44043 -21.75455
67 H -1.78545 11.12010 -21.76860
68 Cl 1.96180 12.58260 -14.03142
69 C 1.93611 12.53481 -15.79271
70 C 2.52646 13.82082 -16.35858
71 Cl 1.51765 15.28732 -16.22684
72 H 0.95987 12.28590 -16.20876
73 H 2.59091 11.70217 -16.04971
74 H 2.71297 13.66681 -17.42140
75 H 3.45643 14.08625 -15.85580
76 Cl 1.97673 7.27329 -21.10112
77 C 1.42144 8.87300 -21.61527
78 C 1.36279 9.72467 -20.36094
79 Cl 1.23098 11.45551 -20.82878
80 H 0.44797 8.81232 -22.10187
81 H 2.15984 9.26328 -22.31566
82 H 2.25733 9.58765 -19.75339
83 H 0.55407 9.45893 -19.68016

Calculated values
Relative energy (zero: lowest compared OMol25 entry of this formula, charge and spin) (kJ/mol): 242.5
Energy (Eh): -5607.1797
Highest occupied orbital energy (Ha): -0.380
Charge: +1
HOMO-LUMO gap (eV): 6.5